Entry 1:
ORCA calculation (ωB97M-V/def2-TZVPD) on a cluster of 2 separate species, C2H8NOS in total.

Each line ends with the Mulliken charge.
CARTESIAN COORDINATES (ANGSTROEM)
1 C -2.225 0.945 -0.185  -0.849
2 S -0.788 1.719 -1.092  -0.692
3 H -2.253 -0.122 -0.410  0.180
4 H -2.180 1.132 0.890  0.203
5 H -3.166 1.386 -0.526  0.263
6 N 0.574 -1.305 0.702  -0.636
7 C 1.732 -0.955 -0.022  -0.270
8 O 2.031 0.464 0.157  -0.519
9 H 0.612 -0.781 1.565  0.279
10 H -0.277 -1.016 0.250  0.295
11 H 2.681 -1.367 0.315  0.224
12 H 1.652 -1.093 -1.096  0.292
13 H 1.606 0.993 -0.548  0.229

Summary:
Kohn-Sham gap, Eh: 0.24638
LUMO level, hartree: 0.1539
Net charge: -1
HOMO energy, Eh: -0.09244
Energy relative to the best compared isomer or geometry (same formula, charge and spin), kcal/mol: 16.6



Entry 2:
ORCA calculation (ωB97M-V/def2-TZVPD) on a structure of composition C18H17BeBrCl3IN4O2S.

Each line ends with the Mulliken charge.
CARTESIAN COORDINATES (ANGSTROEM)
1 Be 0.247 -0.551 0.125  -0.488
2 C -3.517 -4.322 -1.259  -0.829
3 C -2.228 -4.187 -2.044  -0.388
4 N -1.849 -2.789 -2.338  -0.142
5 C -1.495 -1.948 -1.370  0.362
6 S -1.002 -0.302 -1.658  -0.428
7 N -1.507 -2.437 -0.119  -1.121
8 N -0.992 -1.530 0.692  0.859
9 C -1.289 -1.306 1.962  0.994
10 C -2.121 -2.144 2.836  -1.500
11 C -0.716 -0.051 2.432  0.292
12 C -0.825 0.544 3.701  -0.762
13 C -0.096 1.711 3.985  -0.422
14 C 0.591 2.381 2.977  -0.746
15 C 0.555 1.797 1.689  0.281
16 N -0.036 0.618 1.437  0.476
17 H -3.876 -5.367 -1.285  0.361
18 H -4.307 -3.691 -1.642  0.290
19 H -3.331 -4.099 -0.188  0.089
20 H -2.280 -4.670 -3.033  0.403
21 H -1.307 -4.608 -1.575  0.241
22 H -1.827 -2.408 -3.278  0.210
23 H -2.745 -2.778 2.212  0.302
24 H -2.740 -1.528 3.522  0.404
25 H -1.518 -2.816 3.444  0.283
26 H -1.385 0.060 4.504  0.334
27 H -0.145 2.122 5.017  0.366
28 H 1.093 3.358 3.137  0.377
29 H 1.123 2.219 0.892  0.126
30 Cl 4.794 -2.495 2.167  -0.124
31 C 3.672 -2.360 0.804  0.573
32 Cl 3.062 -4.007 0.450  -0.138
33 Cl 4.557 -1.666 -0.591  -0.126
34 C 2.413 -1.522 1.129  0.268
35 O 2.114 -1.285 2.298  -0.560
36 O 1.720 -1.154 0.057  -0.196
37 Br 4.558 4.039 -3.158  -0.181
38 C 2.740 4.318 -2.707  0.076
39 C 2.157 5.527 -3.110  -0.346
40 C 0.772 5.725 -3.039  -0.462
41 C -0.042 4.724 -2.460  -0.635
42 C 0.531 3.521 -2.047  0.017
43 C 1.919 3.295 -2.178  0.041
44 I 2.657 1.448 -1.567  0.342
45 H 2.806 6.357 -3.429  0.332
46 H 0.345 6.697 -3.372  0.319
47 H -1.138 4.844 -2.337  0.348
48 H -0.111 2.717 -1.685  0.226

Summary:
Kohn-Sham gap, Eh: 0.27288
LUMO level, hartree: -0.0254
HOMO energy, Eh: -0.29828



Entry 3:
ORCA calculation (ωB97M-V/def2-TZVPD) on the molecule C23H27N3O3.

Each line ends with the Mulliken charge.
CARTESIAN COORDINATES (ANGSTROEM)
1 C -1.636 -3.756 0.372  -1.099
2 N -0.802 -2.619 0.090  -0.041
3 C 0.539 -2.684 -0.152  -0.241
4 C 1.367 -3.803 -0.181  -0.694
5 C 2.688 -3.613 -0.516  -0.751
6 C 3.179 -2.343 -0.832  -0.761
7 C 2.375 -1.226 -0.788  -0.425
8 C 1.036 -1.382 -0.422  0.744
9 C -0.087 -0.504 -0.307  1.022
10 C -1.196 -1.311 -0.026  -1.181
11 C -2.547 -0.826 0.072  0.852
12 O -3.526 -1.516 0.346  -0.795
13 N -2.668 0.535 -0.190  0.192
14 C -1.590 1.327 -0.425  -0.132
15 C -0.299 0.894 -0.460  0.321
16 C 0.736 1.957 -0.590  0.353
17 O 0.554 2.962 -1.251  -0.709
18 N 1.832 1.774 0.182  -0.104
19 H 1.933 0.924 0.712  0.263
20 C 2.863 2.777 0.270  -1.342
21 C 4.277 2.199 0.278  0.279
22 C 4.617 1.316 1.503  -0.835
23 H 5.221 1.872 2.217  0.359
24 C 5.384 0.130 0.900  -0.312
25 H 4.784 -0.779 0.941  0.106
26 H 6.333 -0.054 1.398  0.432
27 C 5.584 0.564 -0.559  -0.594
28 H 6.519 1.136 -0.663  0.352
29 H 5.590 -0.261 -1.271  0.305
30 O 4.482 1.386 -0.859  -0.430
31 H 3.713 0.984 2.013  0.301
32 H 4.982 3.048 0.243  0.481
33 H 2.735 3.381 1.178  0.250
34 H 2.733 3.424 -0.601  0.496
35 H -1.789 2.378 -0.577  0.527
36 C -3.986 1.155 -0.199  -0.551
37 H -3.839 2.209 -0.455  0.391
38 C -4.747 1.068 1.128  -0.793
39 H -4.326 1.723 1.889  0.366
40 C -6.181 1.450 0.745  -0.638
41 C -6.308 1.174 -0.768  -0.660
42 H -6.468 2.108 -1.308  0.282
43 H -7.146 0.515 -0.991  0.396
44 C -4.979 0.546 -1.190  -0.834
45 H -5.006 -0.533 -1.049  0.337
46 H -4.718 0.763 -2.225  0.372
47 H -6.903 0.871 1.318  0.383
48 H -6.364 2.505 0.953  0.268
49 H -4.711 0.041 1.486  0.298
50 H 2.768 -0.259 -1.062  0.933
51 H 4.213 -2.246 -1.127  0.369
52 H 3.356 -4.461 -0.555  0.412
53 H 0.982 -4.787 0.038  0.475
54 H -1.589 -4.472 -0.452  0.351
55 H -2.660 -3.412 0.494  0.325
56 H -1.305 -4.249 1.289  0.326

Summary:
Kohn-Sham gap, Eh: 0.29601
SMILES string: Cn1c2ccccc2c2c(C(=O)NC[C@H]3CCCO3)cn(C3CCCC3)c(=O)c21
LUMO level, hartree: 0.0174
HOMO energy, Eh: -0.27863
Energy relative to the best compared isomer or geometry (same formula, charge and spin), kcal/mol: 28.4



Entry 4:
ORCA calculation (ωB97M-V/def2-TZVPD) on a cluster of 6 separate species, C24H27Cl6N3O6 in total.

Each line ends with the Mulliken charge.
CARTESIAN COORDINATES (ANGSTROEM)
1 Cl -2.764 21.722 23.923  -0.185
2 C -1.670 20.512 24.616  -0.472
3 C -2.090 19.107 24.257  0.013
4 Cl -3.478 18.576 25.231  -0.196
5 H -1.691 20.635 25.698  0.324
6 H -0.641 20.687 24.305  0.326
7 H -1.272 18.421 24.456  -0.104
8 H -2.353 19.065 23.204  0.325
9 Cl 4.581 9.330 23.777  -0.151
10 C 2.918 9.536 24.418  -0.627
11 C 2.180 10.684 23.779  -0.152
12 Cl 2.787 12.272 24.298  -0.225
13 H 3.024 9.677 25.490  0.314
14 H 2.375 8.613 24.232  0.388
15 H 1.137 10.640 24.103  0.347
16 H 2.159 10.642 22.697  0.096
17 Cl 3.314 16.065 20.910  -0.140
18 C 2.546 16.463 22.468  -0.646
19 C 1.485 15.490 22.937  0.403
20 Cl 0.582 16.270 24.258  -0.255
21 H 2.109 17.449 22.326  0.454
22 H 3.315 16.558 23.232  0.345
23 H 1.923 14.585 23.345  -0.321
24 H 0.782 15.199 22.160  0.234
25 C 4.956 13.212 16.628  -0.314
26 C 4.022 14.059 17.192  -0.782
27 C 3.428 13.699 18.390  -0.155
28 C 3.762 12.498 18.969  0.014
29 C 4.643 11.617 18.380  -0.399
30 C 5.276 11.997 17.217  -0.600
31 N 3.174 12.155 20.269  1.129
32 O 2.356 12.900 20.771  -0.488
33 O 3.555 11.120 20.783  -0.644
34 H 5.461 13.494 15.711  0.380
35 H 3.759 14.980 16.692  0.392
36 H 2.753 14.374 18.895  0.570
37 H 4.788 10.678 18.899  0.503
38 H 5.982 11.339 16.732  0.383
39 C 6.635 14.951 22.935  -0.640
40 C 7.748 14.759 23.730  -0.390
41 C 8.107 13.480 24.127  -0.722
42 C 7.325 12.421 23.709  0.401
43 C 6.201 12.589 22.937  -0.108
44 C 5.828 13.871 22.589  -0.131
45 N 7.763 11.053 24.007  0.959
46 O 7.661 10.232 23.117  -0.538
47 O 8.118 10.821 25.143  -0.571
48 H 6.331 15.946 22.635  0.426
49 H 8.374 15.594 24.017  0.367
50 H 9.024 13.286 24.667  0.404
51 H 5.642 11.741 22.562  0.259
52 H 4.923 14.094 22.041  0.224
53 C -4.450 15.237 23.732  -0.609
54 C -3.282 15.111 24.464  -0.526
55 C -2.299 14.230 24.050  -0.266
56 C -2.404 13.669 22.795  0.039
57 C -3.499 13.907 21.985  -0.488
58 C -4.532 14.692 22.462  -0.328
59 N -1.394 12.712 22.355  0.996
60 O -1.459 12.333 21.207  -0.617
61 O -0.542 12.378 23.158  -0.518
62 H -5.249 15.843 24.141  0.377
63 H -3.194 15.562 25.442  0.478
64 H -1.401 14.109 24.636  0.579
65 H -3.525 13.453 21.003  0.473
66 H -5.361 14.911 21.802  0.384

Summary:
Kohn-Sham gap, Eh: 0.33722
SMILES string: O=[N+]([O-])c1ccccc1.O=[N+]([O-])c1ccccc1.O=[N+]([O-])c1ccccc1.ClCCCl.ClCCCl.ClCCCl
LUMO level, hartree: -0.0211
HOMO energy, Eh: -0.35827
Energy relative to the best compared isomer or geometry (same formula, charge and spin), kcal/mol: 0.0



Entry 5:
ORCA calculation (ωB97M-V/def2-TZVPD) on the molecule C3H4N4.

Each line ends with the Mulliken charge.
CARTESIAN COORDINATES (ANGSTROEM)
1 N 1.871 0.048 -0.707  -0.465
2 C 0.723 0.130 0.030  0.311
3 C 0.136 1.243 0.589  -0.063
4 N -1.144 1.343 0.763  -0.473
5 C -1.846 0.274 0.225  0.005
6 N -1.357 -0.924 0.194  -0.545
7 N 0.018 -1.000 0.340  0.080
8 H 2.180 0.923 -1.115  0.251
9 H 1.979 -0.770 -1.293  0.250
10 H 0.328 -1.667 1.027  0.250
11 H -2.888 0.400 -0.053  0.399

Summary:
Kohn-Sham gap (spin up / spin down), Eh: 0.29233 / 0.29244
SMILES string: NC1=C=NC=NN1
LUMO level (spin up / spin down), hartree: 0.0025 / 0.0025
HOMO energy (spin up / spin down), Eh: -0.28982 / -0.28993
Energy relative to the best compared isomer or geometry (same formula, charge and spin), kcal/mol: 97.9



Calculated total energy: -609.19744; -5730.98017; -1282.68609; -4307.33269; -335.61731 (hartree)